Molecular formula: H80O40
Method: DFT, the ωB97M-V functional and the def2-TZVPD basis

Computed properties:
- <S²> = 0.7511
- LUMO energy (spin up / spin down) (eV) = 1.5 / 1.4
- DFT total energy (a.u.) = -3057.4752
- energy relative to the best compared isomer or geometry (same formula, charge and spin) (kJ/mol) = 203.2
- net charge = -1
- 2S+1 = 2

Element x y z (Å)
H: -6.4723 1.4768 1.9242
H: -4.9429 1.4414 1.6876
O: -5.7268 0.8869 1.7785
H: -1.7153 -4.6395 -0.6867
H: -3.2372 -5.1512 -0.5099
O: -2.3981 -4.9634 -0.0972
H: -1.5383 0.7503 -4.7004
H: -0.2824 0.0339 -5.2145
O: -0.8133 0.1812 -4.4285
H: 5.0779 -1.1733 -3.6289
H: 3.8300 -1.2305 -4.2710
O: 4.5896 -1.8312 -4.1472
H: -1.2419 2.6556 -4.9343
H: -0.0922 3.2918 -5.8168
O: -0.9211 2.7921 -5.8376
H: 3.8522 -0.9016 4.4179
O: 2.9682 -0.6241 4.7541
H: 1.3059 -5.8230 2.1704
O: 1.1235 -6.1183 3.0716
H: 6.1569 0.3696 0.0748
H: 5.9670 1.4916 -1.0474
O: 6.5532 1.1110 -0.3891
H: -5.1440 3.0029 -2.5106
H: -4.1134 3.8230 -1.7214
O: -4.7894 3.8813 -2.3927
H: 1.8035 2.1545 -4.4982
H: 2.3853 2.7320 -5.9019
O: 1.7635 2.8384 -5.1829
H: -4.8276 0.0102 3.3395
H: -3.6454 -0.7073 3.7993
O: -3.8791 0.1412 3.4151
H: -2.5020 3.6209 -0.9973
O: -2.2837 2.9076 -1.6138
H: 4.5724 2.5567 1.6927
H: 5.8162 2.2485 2.7309
O: 5.0534 1.9438 2.2564
H: 0.6250 4.1865 -1.1354
H: 0.0138 5.2347 -0.2193
O: 0.5421 5.1364 -1.0249
H: 0.9017 3.7590 3.0638
H: 0.7742 4.5119 4.3970
O: 0.7918 4.6541 3.4451
H: -0.3633 -2.6095 1.3861
H: -1.5819 -1.9142 0.7722
O: -1.2811 -2.8032 1.0062
H: 4.3636 -3.0054 -0.7387
H: 4.2006 -2.5192 0.7125
O: 3.7098 -2.7852 -0.0718
H: -0.2705 -2.7784 -1.9220
H: -1.6672 -2.6611 -2.2792
O: -1.0712 -3.3338 -1.9194
H: -0.3483 1.0822 -2.9278
O: -0.1222 1.9598 -2.5371
H: 0.1640 5.9306 2.5010
H: 0.8927 5.8734 1.1809
O: 0.3016 6.4365 1.6657
H: -5.5988 0.7687 -0.5686
O: -5.2735 0.2767 -1.3274
H: -4.0674 -4.3208 1.6245
H: -2.8360 -3.3203 1.8111
O: -3.5916 -3.7686 2.2429
H: -1.6609 0.1847 -1.1972
H: -2.6304 0.3024 0.1079
O: -1.8337 -0.0482 -0.3045
H: 2.2199 4.6589 0.3342
H: 3.1268 3.5997 -0.1531
O: 2.9017 4.0615 0.6781
H: -1.3027 -6.5714 -0.0806
H: -0.1744 -5.8523 -0.6065
O: -0.5440 -6.7401 -0.6896
H: -1.2798 4.9035 -3.3776
H: -2.1252 3.4876 -2.9880
O: -1.3613 3.9707 -3.5930
H: 4.9885 -2.5050 2.9051
H: 4.6675 -1.0418 2.3802
O: 4.3635 -1.7745 2.9561
H: 0.4968 1.0999 3.9138
H: 1.9607 1.3767 4.1836
O: 1.2876 1.4386 3.4919
H: 2.2000 1.3459 -2.1599
H: 1.5929 1.9849 -1.0456
O: 2.4251 2.0557 -1.5443
H: -4.3047 -1.5326 0.1200
H: -5.0019 -1.8655 1.3713
O: -5.1721 -1.7526 0.4352
H: 2.2978 -0.1291 -3.4279
H: 1.3715 -0.4511 -4.5402
O: 2.1019 0.1514 -4.3394
H: -0.7131 2.5059 2.0776
O: -0.1569 2.0952 1.4111
H: 1.3597 -1.0145 -0.5934
H: 0.0627 -0.2739 -1.1373
O: 0.9159 -0.6676 -1.3698
H: -0.0940 2.6107 -3.2596
H: 2.9676 -1.0481 5.6213
H: -5.4351 -0.6647 -1.1922
H: 0.7093 -5.3062 3.4193
H: -1.3256 2.6508 -1.4366
H: 0.7200 2.0497 1.8137
O: -3.8312 -1.9188 -1.7023
H: -2.9799 -1.4909 -1.5341
H: -4.2978 -1.4150 -2.3695
O: 0.4658 -1.1425 4.4402
H: 1.3730 -1.3582 4.1432
H: 0.0683 -1.9164 4.8356
O: 1.0626 -2.0511 1.2381
H: 1.1657 -2.9936 1.0953
H: 1.5091 -1.5087 1.8951
O: 3.8743 -0.0133 1.0627
H: 4.0920 0.8996 0.8841
H: 3.1547 -0.2382 0.4561
O: -1.5327 2.5754 3.9733
H: -1.0946 1.7842 4.2837
H: -2.4642 2.5627 4.1985
O: 1.2085 -4.5499 -3.3283
H: 1.7458 -4.9925 -3.9704
H: 0.2839 -4.7782 -3.3036
O: -1.2711 -4.7527 3.3870
H: -1.6675 -4.8740 2.5147
H: -1.9462 -4.2937 3.8942



Molecular formula: C12H22BrF6N2O2S2
Method: DFT, the ωB97M-V functional and the def2-TZVPD basis

Computed properties:
- LUMO energy (eV) = -3.3
- DFT total energy (a.u.) = -4699.7205
- net charge = +1
- 2S+1 = 1

Element x y z (Å)
O: -2.1583 -3.4612 -4.3136
S: -1.2549 -2.3788 -4.5258
O: -0.0412 -2.7508 -5.1852
C: -2.1414 -1.1029 -5.5923
F: -1.6750 -1.2633 -6.8205
F: -1.9545 0.1403 -5.1661
F: -3.4320 -1.4148 -5.5331
C: -0.7994 -1.6960 -2.8541
C: -2.1325 -1.5492 -2.0674
F: -2.9673 -0.8205 -2.8006
F: -2.6632 -2.7432 -1.8297
F: -1.9391 -0.9346 -0.9036
N: 0.0311 -2.7777 -2.2956
C: 0.9875 -2.3856 -1.1754
S: 0.2709 -2.7063 0.4481
C: 1.5809 -1.0127 -1.3556
N: 0.5718 -0.0180 -1.6725
C: -0.1274 -0.3162 -2.8812
Br: 1.0569 -0.0260 -4.4426
H: -0.5585 -3.5331 -1.9275
H: 0.5901 -3.2188 -3.0403
H: 1.8098 -3.0836 -1.2297
H: -0.0635 -1.4423 0.7493
H: 2.4202 -1.0155 -2.0485
H: 2.0033 -0.7629 -0.3939
H: 0.9693 0.9066 -1.7189
H: -0.9220 0.4019 -2.9933
C: -0.4047 3.3310 5.4780
C: -0.7641 2.3126 4.4000
C: 0.2177 1.1450 4.3157
C: 1.6528 1.5322 3.9550
C: 1.8043 2.2832 2.6341
C: 1.3493 1.4721 1.4258
H: 0.5555 3.8092 5.2800
H: -1.1570 4.1180 5.5281
H: -0.3522 2.8565 6.4591
H: -0.8396 2.8160 3.4314
H: -1.7581 1.9117 4.6123
H: -0.1599 0.4168 3.5890
H: 0.2330 0.6244 5.2771
H: 2.2583 0.6207 3.9173
H: 2.0797 2.1401 4.7553
H: 2.8560 2.5477 2.5042
H: 1.2550 3.2266 2.6659
H: 1.9091 0.5331 1.3625
H: 1.5194 2.0321 0.5022
H: 0.2839 1.2362 1.4761



Molecular formula: Br5HSi2
Method: DFT, the ωB97M-V functional and the def2-TZVPD basis

Computed properties:
- SMILES = Br[SiH](Br)[Si](Br)(Br)Br
- LUMO energy (eV) = -0.8
- DFT total energy (a.u.) = -13449.8616
- energy relative to the best compared isomer or geometry (same formula, charge and spin) (kJ/mol) = 70.6
- net charge = 0
- 2S+1 = 1

Element x y z (Å)
Si: -1.4318 0.0670 0.1377
Si: 1.2332 -0.3194 -0.0580
Br: -1.9935 1.9014 -0.8921
Br: -2.0067 0.0771 2.2620
Br: 2.2845 -0.2134 1.9395
Br: 1.9550 -2.0039 -1.3803
Br: 1.7492 1.4507 -1.3549
H: -1.7899 -0.9595 -0.6538



Molecular formula: C6H14NO
Method: DFT, the ωB97M-V functional and the def2-TZVPD basis

Computed properties:
- LUMO energy (eV) = -8.5
- DFT total energy (a.u.) = -366.6160
- energy relative to the best compared isomer or geometry (same formula, charge and spin) (kJ/mol) = 397.2
- net charge = +1
- 2S+1 = 1

Element x y z (Å)
O: -1.7328 0.3492 -1.9543
C: -2.0878 -0.2205 -0.9519
C: -1.1292 -0.5605 0.1016
C: 0.2887 -0.5258 -0.2308
C: 0.7659 0.9744 -0.0783
C: 1.1667 -1.4910 0.5945
C: 2.6213 -1.5440 0.0884
N: -2.0845 2.5361 0.5477
H: -3.1488 -0.4809 -0.8659
H: -1.4645 -1.1195 0.9733
H: 0.3917 -0.7159 -1.3018
H: 0.2997 1.6328 -0.8071
H: 0.6116 1.4098 0.9069
H: 1.8323 0.9831 -0.3019
H: 1.2244 -1.1718 1.6384
H: 0.7666 -2.5063 0.5957
H: 3.0130 -0.5258 0.1296
H: 3.2913 -2.1719 0.6640
H: 2.6430 -1.8345 -0.9653
H: -2.1969 2.4546 -0.4593
H: -2.1322 1.5462 0.7931
H: -2.9396 2.9820 0.8833



Molecular formula: F12H4N3O6P2
Method: DFT, the ωB97M-V functional and the def2-TZVPD basis

Computed properties:
- LUMO energy (eV) = 7.9
- DFT total energy (a.u.) = -2499.4789
- energy relative to the best compared isomer or geometry (same formula, charge and spin) (kJ/mol) = 0.0
- net charge = -3
- 2S+1 = 1

Element x y z (Å)
N: -18.3673 7.8712 0.7479
H: -18.4398 7.6037 -0.2233
H: -17.6560 8.5862 0.8015
H: -18.2425 7.0701 1.3502
H: -19.2507 8.3047 0.9754
N: -15.3933 9.9400 0.6464
O: -14.5977 10.8184 0.4081
O: -16.5583 9.9680 0.3799
O: -14.8502 8.9555 1.1606
N: -20.3940 5.2012 1.8850
O: -21.2170 4.4480 2.4366
O: -20.6772 5.7352 0.7939
O: -19.3113 5.3673 2.3481
P: -19.6324 10.7998 3.5456
F: -19.5200 9.2550 3.4718
F: -21.2674 10.6034 3.4936
F: -19.6998 10.6963 5.1500
F: -19.7275 12.3720 3.6026
F: -18.0114 10.8722 3.6560
F: -19.5940 10.7129 1.9891
P: -17.2910 6.7379 -2.7732
F: -16.6948 6.4797 -1.2938
F: -16.5895 5.3392 -3.2780
F: -18.6553 5.9379 -2.3945
F: -17.6830 6.9554 -4.3611
F: -17.9620 8.1706 -2.3596
F: -15.8613 7.4509 -3.1597